{"formula": "C13H16N", "method": "the ωB97M-V functional and the def2-TZVPD basis", "symbols": ["N", "C", "C", "C", "C", "C", "C", "C", "C", "C", "C", "C", "C", "C", "H", "H", "H", "H", "H", "H", "H", "H", "H", "H", "H", "H", "H", "H", "H", "H"], "xyz": [[-0.981, 1.730, -0.344], [-1.056, 0.331, -0.834], [1.728, 0.644, 0.300], [-3.354, -2.232, 1.303], [3.032, 0.285, 0.614], [0.983, -0.325, -0.280], [1.240, 2.034, 0.657], [1.311, -1.573, -0.638], [-1.025, 0.275, -2.309], [-2.494, -1.340, 0.544], [3.463, -1.037, 0.371], [-1.953, -0.420, -0.040], [-0.274, 2.020, 0.944], [2.577, -2.002, -0.269], [-0.628, 3.006, 1.329], [-0.516, 2.280, -1.169], [-2.927, -3.071, 1.878], [-3.770, -1.561, 2.017], [0.555, -2.176, -1.081], [2.981, -3.044, -0.211], [1.327, 2.687, -0.235], [-0.616, 1.386, 1.740], [-4.166, -2.761, 0.711], [-0.208, -0.375, -2.781], [4.393, -1.392, 0.823], [-1.981, -0.096, -2.740], [1.688, 2.473, 1.542], [-1.952, 1.811, -0.002], [-0.887, 1.295, -2.831], [3.511, 1.148, 0.988]], "mulliken_charge": [-0.109, 0.963, 0.435, -1.355, -0.792, 0.805, -0.817, -0.436, -1.266, 0.181, -0.653, -0.517, -0.852, -0.583, 0.427, 0.383, 0.326, 0.314, 0.513, 0.325, 0.239, 0.400, 0.299, 0.278, 0.364, 0.380, 0.475, 0.441, 0.340, 0.491], "energy_ev": -15219.15424, "max_force_ha_per_bohr": 0.1031, "charge": 1, "spin_multiplicity": 1, "e_above_lowest_kj_mol": 401.6, "lumo_energy_ev": -3.079}

{"formula": "C14H17N3O3", "method": "the ωB97M-V functional and the def2-TZVPD basis", "symbols": ["O", "O", "O", "N", "N", "N", "C", "C", "C", "C", "C", "C", "C", "C", "C", "C", "C", "C", "C", "C", "H", "H", "H", "H", "H", "H", "H", "H", "H", "H", "H", "H", "H", "H", "H", "H", "H"], "xyz": [[-2.729, -0.387, 1.431], [1.735, 3.382, 1.734], [-0.429, 3.589, 1.441], [-0.870, 0.831, 1.141], [-0.869, 1.327, -2.840], [0.203, -1.892, 1.588], [0.153, -0.291, -1.957], [1.290, 0.971, 0.036], [0.472, 1.315, 1.269], [0.495, 0.915, -1.172], [-0.477, -2.258, -3.857], [-0.738, -0.005, -3.010], [-1.001, -1.043, -3.981], [-0.141, 1.919, -1.891], [-1.562, -0.160, 1.744], [0.529, 2.896, 1.532], [-0.687, -1.130, 2.496], [0.213, -2.588, -2.646], [0.598, -1.679, -1.717], [-0.073, -0.591, 3.849], [-1.573, 1.453, 0.621], [-1.776, -0.815, -4.776], [2.100, 1.649, -0.008], [0.922, -2.443, 2.172], [-1.391, -1.995, 2.839], [-0.602, -3.166, -4.582], [0.895, 0.711, 2.102], [1.664, -0.036, 0.330], [-0.150, 3.022, -1.892], [-0.308, -1.269, 4.735], [-1.396, 1.803, -3.536], [1.128, -1.795, -0.765], [2.292, 2.577, 1.380], [-0.342, 0.502, 3.934], [0.680, -1.245, 1.091], [1.072, -0.519, 3.655], [0.671, -3.556, -2.490]], "mulliken_charge": [-0.707, -0.500, -0.520, 0.135, 0.035, -0.489, 0.743, -1.045, -0.083, 0.355, -0.567, -0.497, -0.457, -0.559, 0.344, 0.209, 0.156, -0.733, -0.101, -1.035, 0.293, 0.262, 0.901, 0.236, 0.433, 0.264, 0.043, 0.351, 0.402, 0.300, 0.189, 0.195, 0.533, 0.286, 0.016, 0.273, 0.337], "energy_ev": -25404.45004, "max_force_ha_per_bohr": 0.0954, "spin_multiplicity": 1, "e_above_lowest_kj_mol": 420.0, "lumo_energy_ev": 0.252}

{"formula": "F4N2NaO8S4", "method": "the ωB97M-V functional and the def2-TZVPD basis", "symbols": ["S", "S", "S", "S", "Na", "F", "F", "F", "F", "O", "O", "O", "O", "O", "O", "O", "O", "N", "N"], "xyz": [[0.289, -2.117, 1.386], [-0.888, 0.003, -2.163], [1.168, -0.040, 1.993], [0.000, 1.999, -1.479], [-2.435, 0.372, 0.650], [-1.901, -1.065, -1.509], [0.258, -3.603, 1.927], [-0.725, 3.390, -1.014], [1.597, 0.811, 3.312], [0.363, 2.326, -2.880], [0.378, -0.662, -2.063], [-1.436, 0.234, -3.503], [2.442, 0.258, 1.333], [1.061, 1.870, -0.574], [-0.145, 0.527, 1.614], [1.143, -2.302, 0.207], [-1.104, -1.863, 1.137], [-1.245, 1.219, -1.126], [1.181, -1.355, 2.751]], "mulliken_charge": [1.116, 1.184, 1.169, 0.841, 0.999, -0.322, -0.213, -0.357, -0.323, -0.545, -0.472, -0.593, -0.315, -0.497, -0.356, -0.425, -0.454, -0.264, -0.174], "energy_ev": -77980.34192, "s_squared": 0.7635, "max_force_ha_per_bohr": 0.2162, "spin_multiplicity": 2, "e_above_lowest_kj_mol": 0.0, "lumo_energy_ev": [-2.341, -6.459]}

{"formula": "C8H11N2", "method": "the ωB97M-V functional and the def2-TZVPD basis", "symbols": ["N", "N", "C", "C", "C", "C", "C", "C", "C", "C", "H", "H", "H", "H", "H", "H", "H", "H", "H", "H", "H"], "xyz": [[-1.289, -1.274, 0.223], [-3.546, -0.404, 0.560], [1.559, 1.266, 0.329], [2.676, 1.851, -0.130], [2.322, -2.462, -0.103], [-0.054, -0.971, 0.170], [1.072, -0.073, 0.217], [-2.119, 1.331, -0.353], [-2.370, -0.033, 0.222], [1.341, -1.432, 0.083], [2.750, 2.844, 0.198], [-4.314, 0.214, 0.196], [-3.559, -1.344, 0.993], [2.064, -3.357, 0.248], [1.060, 1.813, 1.038], [-1.637, 1.852, 0.412], [3.187, -2.110, 0.342], [-3.100, 1.863, -0.499], [3.294, 1.417, -0.902], [-1.621, 1.349, -1.394], [2.595, -2.469, -1.263]], "mulliken_charge": [-0.683, -0.259, -0.248, -0.847, -1.296, 0.588, 0.280, -1.128, 0.681, 0.238, 0.286, 0.314, 0.325, 0.392, 0.372, 0.289, 0.391, 0.420, 0.306, 0.296, 0.284], "energy_ev": -11443.73424, "max_force_ha_per_bohr": 0.1070, "charge": 1, "spin_multiplicity": 1, "e_above_lowest_kj_mol": 395.1, "lumo_energy_ev": -3.779}

{"formula": "C2H5N5", "method": "the ωB97M-V functional and the def2-TZVPD basis", "symbols": ["N", "N", "N", "N", "N", "C", "C", "H", "H", "H", "H", "H"], "xyz": [[0.853, -0.309, -1.271], [-1.281, 0.432, 1.562], [1.635, 0.512, -0.636], [-1.408, -0.976, -0.660], [-0.141, -0.472, -0.426], [-0.047, 0.235, 0.730], [1.098, 0.894, 0.520], [-0.646, -0.012, 2.580], [-1.602, -0.395, -1.450], [1.651, 1.553, 1.229], [-1.402, -1.985, -1.106], [-1.917, -0.237, 1.270]], "mulliken_charge": [-0.654, -0.591, -0.287, -0.735, 0.739, 0.553, -0.595, 0.325, 0.262, 0.359, 0.294, 0.328], "energy_ev": -9601.68658, "max_force_ha_per_bohr": 0.1691, "spin_multiplicity": 1, "e_above_lowest_kj_mol": 418.2, "lumo_energy_ev": 0.583}

{"formula": "C2H4N3", "method": "the ωB97M-V functional and the def2-TZVPD basis", "symbols": ["N", "N", "N", "C", "C", "H", "H", "H", "H"], "xyz": [[-0.490, -0.956, 1.035], [1.426, -0.518, 0.127], [0.746, -1.180, 0.958], [-0.776, 0.187, 0.215], [0.547, 0.330, -0.567], [1.220, 1.111, -0.414], [0.321, 0.246, -1.666], [-1.350, 0.998, 0.594], [-1.643, -0.219, -0.282]], "mulliken_charge": [0.135, 0.036, -0.047, -0.378, -0.137, 0.307, 0.345, 0.395, 0.344], "energy_ev": -6595.50274, "max_force_ha_per_bohr": 0.0564, "charge": 1, "spin_multiplicity": 1, "e_above_lowest_kj_mol": 575.4, "lumo_energy_ev": [-9.332, -9.331]}

{"formula": "C2H4N2O2S", "method": "the ωB97M-V functional and the def2-TZVPD basis", "symbols": ["S", "O", "O", "N", "N", "C", "C", "H", "H", "H", "H"], "xyz": [[1.247, -1.270, -0.239], [-2.646, 0.248, -0.098], [1.124, 1.269, -0.475], [-1.652, -0.948, -0.077], [-0.151, 0.867, -0.339], [1.973, 0.376, 0.202], [-0.468, -0.418, -0.257], [2.961, 0.234, -0.060], [1.987, 0.387, 1.211], [-2.295, 1.013, 0.685], [-2.080, -1.757, -0.554]], "mulliken_charge": [-0.198, -0.472, -0.199, -0.123, -0.380, -0.425, 0.420, 0.360, 0.334, 0.383, 0.300], "energy_ev": -20043.21177, "max_force_ha_per_bohr": 0.1520, "spin_multiplicity": 1, "e_above_lowest_kj_mol": 605.1, "lumo_energy_ev": 0.512}